No. 1
ORCA calculation (the ωB97M-V functional and the def2-TZVPD basis) on a cluster of 2 separate species, C33H40BNO2S in total.

```
78
Properties=species:S:1:pos:R:3:mulliken_charge:R:1
C -3.0577 -6.1074 1.8413 -1.28
C -2.3988 -4.7994 1.9720 0.74
C -2.2366 -4.0126 3.0862 -0.90
C -1.5746 -2.7645 2.7875 -0.93
C -1.2249 -2.6283 1.4491 0.04
B -0.6405 -1.3536 0.5307 1.50
C 0.9608 -1.3246 0.9212 -0.09
C 1.3611 -1.1930 2.2543 -1.45
C 2.7118 -1.2477 2.6231 -0.34
C 3.7072 -1.4066 1.6240 1.10
N 5.0366 -1.4684 1.9502 0.12
C 6.0183 -1.7401 0.9227 -1.00
C 5.4544 -1.4887 3.3365 -0.94
C 3.2939 -1.5290 0.2731 -0.75
C 1.9391 -1.4262 -0.0709 -0.68
O -1.0552 -1.7389 -0.7979 -0.49
C -2.1298 -0.8890 -1.2027 2.26
C -1.6017 0.0901 -2.2052 -0.92
C -3.1965 -1.6383 -1.9716 -2.05
C -2.5371 -0.1203 0.1830 1.77
C -2.9004 1.3647 0.0734 -1.50
C -3.6633 -0.8300 0.9042 -1.79
O -1.3486 -0.1948 0.9738 -0.50
S -1.7081 -4.0455 0.5735 -0.24
H -3.4037 -6.4614 2.8137 0.36
H -3.9190 -6.0235 1.1629 0.24
H -2.3641 -6.8376 1.4107 0.28
H -2.5923 -4.2989 4.0792 0.32
H -1.3586 -2.0152 3.5431 0.44
H 0.6200 -1.0400 3.0388 0.20
H 3.0053 -1.1964 3.6726 0.41
H 5.9933 -0.9709 0.1419 0.30
H 7.0110 -1.7514 1.3961 0.27
H 5.8203 -2.7169 0.4521 0.34
H 4.9893 -2.3227 3.8938 0.32
H 6.5489 -1.6245 3.3433 0.26
H 5.2011 -0.5393 3.8404 0.27
H 4.0325 -1.7348 -0.5039 0.40
H 1.6608 -1.4290 -1.1287 0.47
H -2.3714 0.7786 -2.5753 0.37
H -0.8221 0.6603 -1.7134 -1.31
H -1.1246 -0.3908 -3.0644 0.68
H -3.9853 -0.9319 -2.2837 0.35
H -2.7396 -2.0187 -2.8975 0.47
H -3.6487 -2.4876 -1.4548 0.34
H -3.6740 1.5115 -0.6947 0.26
H -3.3130 1.7099 1.0341 0.50
H -2.0351 2.0094 -0.1463 0.05
H -4.6109 -0.6451 0.3780 0.40
H -3.4914 -1.9107 0.9793 0.17
H -3.7500 -0.4240 1.9226 0.42
C -1.6132 3.2819 -5.9190 -1.63
C -0.9195 3.0678 -4.6069 1.09
C 0.2983 2.3711 -4.5295 -0.73
C 0.8564 2.0120 -3.3211 -0.64
C 0.2895 2.4585 -2.0830 0.60
C 0.6628 1.8778 -0.7894 -0.24
C 1.0142 2.7391 0.2889 0.76
C 1.5512 2.2677 1.5226 0.15
C 1.6604 3.1057 2.6132 -0.76
C 1.2454 4.4528 2.5144 -0.36
C 0.8166 4.9645 1.2882 -0.94
C 0.7857 4.1393 0.1812 -0.48
C -0.8502 3.3283 -2.2015 0.11
C -1.4351 3.6114 -3.4297 -1.36
H -2.6496 3.6090 -5.7860 0.38
H -1.1296 4.0669 -6.5118 0.34
H -1.6071 2.3702 -6.5267 0.39
H 0.7793 2.0855 -5.4758 0.39
H 1.7256 1.3370 -3.2853 0.43
H 0.9214 0.7918 -0.6829 0.24
H 1.8503 1.2172 1.5795 0.22
H 2.0965 2.7424 3.5429 0.47
H 1.3323 5.1168 3.3704 0.40
H 0.5453 6.0173 1.1594 0.39
H 0.5239 4.5510 -0.7907 0.74
H -1.3188 3.7440 -1.3070 0.48
H -2.3201 4.2667 -3.4857 0.34
```

Total energy in eV: -51965.0199
Relative energy (zero: lowest compared OMol25 entry of this formula, charge and spin) in eV: 2.162
Lowest unoccupied orbital energy in eV: -3.1



No. 2
ORCA calculation (the ωB97M-V functional and the def2-TZVPD basis) on an isolated molecule of C5H11N5.

```
21
Properties=species:S:1:pos:R:3:mulliken_charge:R:1
C 1.5558 0.1227 0.2086 -0.67
C -0.3874 1.5906 0.5875 -0.86
C -0.4183 0.2434 -1.5131 -1.47
C -0.4263 -1.0658 0.4999 -1.48
C 0.1075 0.2257 -0.0832 1.90
N 2.3851 0.8594 0.8672 -0.33
N 2.1824 -0.8495 -0.5165 -0.18
N 3.6001 0.3976 0.5051 -0.46
N 3.4485 -0.6072 -0.3260 -0.43
N -1.8922 -1.0587 0.4849 -0.03
H -0.3972 2.3275 -0.2980 0.30
H -1.4787 1.3808 0.9052 0.19
H 0.3119 1.7240 1.4310 0.45
H 0.1319 0.9008 -2.1704 0.41
H -0.4348 -0.7856 -1.9223 0.38
H -1.5466 0.6081 -1.5231 0.34
H -0.0461 -1.9024 -0.2057 0.44
H -0.0008 -1.1357 1.5077 0.47
H -2.1054 -0.0888 0.7363 0.20
H -2.3583 -1.6860 1.2886 0.43
H -2.2311 -1.2009 -0.4636 0.42
```

Total energy in eV: -12809.7067
Relative energy (zero: lowest compared OMol25 entry of this formula, charge and spin) in eV: 3.625
Lowest unoccupied orbital energy in eV: -1.1



No. 3
ORCA calculation (the ωB97M-V functional and the def2-TZVPD basis) on a structure of composition C5H11IN3.

```
20
Properties=species:S:1:pos:R:3:mulliken_charge:R:1
C 1.1394 0.7382 -0.0724 0.33
C -0.9133 -0.2703 -0.7512 -0.06
C 0.4432 -0.6887 -0.1760 0.01
C -1.8799 0.1536 0.3687 -1.46
C 0.3807 -1.4640 1.1325 -1.28
N 0.5468 1.5629 -0.8774 -0.88
N 2.2123 1.0050 0.6972 -0.32
N -0.6265 1.0361 -1.4798 0.24
I 1.7781 -1.6622 -1.5700 0.26
H -1.3368 -0.9529 -1.5000 0.49
H -1.4106 1.0798 0.7696 0.46
H -2.1121 -0.5089 1.1428 0.43
H -2.8919 0.2339 -0.1688 0.34
H -0.0167 -2.4944 0.8491 0.39
H -0.2359 -1.0228 2.0558 0.30
H 1.3892 -1.5998 1.5203 0.45
H 2.7581 0.1834 1.0326 0.24
H 2.4929 1.9899 0.8903 0.31
H -0.3329 0.9617 -2.4775 0.41
H -1.3841 1.7194 -1.3855 0.36
```

Total energy in eV: -17926.7062
Relative energy (zero: lowest compared OMol25 entry of this formula, charge and spin) in eV: 1.808
Net charge: +1
Lowest unoccupied orbital energy in eV: -3.5



No. 4
ORCA calculation (the ωB97M-V functional and the def2-TZVPD basis) on a cluster of 2 separate species, C11H22N2O6 in total.

```
41
Properties=species:S:1:pos:R:3:mulliken_charge:R:1
C -0.9220 -0.8767 -2.5795 -0.91
C 0.1608 -1.7511 -3.1359 0.52
O 0.9663 -1.3637 -3.9432 -0.60
N 0.1234 -3.1277 -2.7296 -0.36
C 1.1245 -3.4842 -1.7090 -0.50
C 0.8653 -2.9809 -0.2759 -0.80
C 1.8037 -1.8670 0.2073 -0.61
C 1.3311 -0.4400 -0.0535 -0.63
O 1.7781 0.0972 -1.3023 -0.29
C 3.0872 0.4273 -1.3694 0.53
N 3.5054 0.3782 -2.6715 -0.45
O 3.7532 0.7737 -0.4294 -0.58
H -1.1542 -1.1218 -1.5452 0.19
H -0.6407 0.1691 -2.6803 0.25
H -1.8245 -1.0663 -3.1671 0.40
H 0.3496 -3.6538 -3.5693 0.31
H 2.1297 -3.1737 -2.0294 0.34
H 1.1310 -4.5742 -1.6788 0.38
H -0.1805 -2.6920 -0.1402 0.41
H 1.0224 -3.8402 0.3800 0.40
H 1.9274 -1.9543 1.2894 0.35
H 2.7924 -2.0301 -0.2336 0.35
H 1.6030 0.2244 0.7669 0.38
H 0.2447 -0.4224 -0.1289 0.42
H 3.1196 -0.3690 -3.2316 0.25
H 4.5033 0.4965 -2.7574 0.26
C -0.1331 3.7385 2.5167 -1.02
C -1.2377 3.6752 1.4863 -0.23
O -1.9292 2.4108 1.5142 -0.30
C -2.8006 2.2550 2.5075 0.73
O -3.0811 3.0716 3.3468 -0.56
O -3.3259 1.0311 2.4115 -0.29
C -4.2619 0.7086 3.4453 -0.66
H 0.5595 2.9066 2.3835 0.21
H 0.4220 4.6700 2.4035 0.37
H -0.5384 3.6984 3.5264 0.32
H -0.8314 3.7337 0.4786 0.30
H -1.9601 4.4802 1.6175 0.33
H -5.0479 1.4584 3.5007 0.30
H -3.7561 0.6406 4.4071 0.30
H -4.6785 -0.2560 3.1722 0.21
```

Total energy in eV: -27029.8185
Relative energy (zero: lowest compared OMol25 entry of this formula, charge and spin) in eV: 1.465
Lowest unoccupied orbital energy in eV: 0.7



No. 5
ORCA calculation (the ωB97M-V functional and the def2-TZVPD basis) on a structure of composition C14H34ClNbO23PS5.

```
79
Properties=species:S:1:pos:R:3:mulliken_charge:R:1
C 2.9407 0.5882 -0.5284 -0.39
C 1.9781 0.7464 -1.8383 -0.01
C 1.0952 2.1312 -1.8123 -0.17
Cl 2.1991 3.4439 -2.5765 -0.28
Nb -0.7533 1.6798 -3.1420 -0.77
C -2.2253 2.2124 -1.4833 -0.81
P -3.3837 0.8212 -0.9362 0.70
O -3.5950 0.9894 0.6176 -0.49
O -2.7776 -0.7638 -1.1612 -0.35
O -4.9210 1.0970 -1.6834 -0.53
H 3.4137 1.5775 -0.1743 0.22
H 3.7741 -0.1719 -0.8399 -0.10
H 2.3681 0.0780 0.3472 0.23
H 2.5438 0.7123 -2.8383 0.21
H 1.2586 -0.1698 -1.8075 0.02
H 0.7806 2.4401 -0.7412 0.13
H -0.6576 3.4323 -3.7123 0.01
H 0.4474 1.2262 -4.4665 0.02
H -0.7463 -0.0712 -2.6696 0.13
H -2.0662 1.4181 -4.3897 0.01
H -2.9113 3.0658 -1.8937 0.37
H -1.6358 2.6366 -0.5888 0.30
H -2.7118 -0.9441 -2.1470 0.32
H -5.4241 1.6294 -1.0170 0.30
C 3.6408 -3.8892 -0.1099 -0.34
C 3.4398 -4.2775 1.3484 -0.35
O 4.3740 -3.4822 2.0758 -0.35
S 4.5664 -2.0593 1.3111 1.07
O 3.7211 -1.0902 1.9489 -0.43
O 5.9685 -1.8488 1.0929 -0.61
O 3.8804 -2.4828 -0.0992 -0.19
H 4.5223 -4.3814 -0.5312 0.25
H 2.7681 -4.1221 -0.7226 0.34
H 3.6178 -5.3393 1.5249 0.31
H 2.4339 -4.0158 1.6912 0.29
C 5.2994 0.2412 -4.2233 -0.32
C 6.1091 -0.4662 -5.3013 -0.42
O 6.1808 -1.8276 -4.8784 -0.33
S 4.8191 -2.2027 -4.0726 1.03
O 3.9241 -2.8597 -4.9831 -0.58
O 5.1832 -2.7582 -2.8008 -0.49
O 4.2853 -0.6873 -3.8418 -0.20
H 5.9142 0.4546 -3.3439 0.27
H 4.8508 1.1681 -4.5853 0.35
H 7.1089 -0.0448 -5.4147 0.31
H 5.5917 -0.4388 -6.2653 0.31
C 1.8608 2.3248 3.6214 -0.26
C 0.4847 2.7605 3.1374 0.37
O 0.5743 4.1789 2.9902 -0.29
S 2.0894 4.5691 2.5529 1.09
O 2.1106 4.7279 1.1278 -0.49
O 2.5845 5.5656 3.4602 -0.60
O 2.7879 3.1475 2.9131 -0.29
H 1.9822 2.5163 4.6919 0.29
H 2.0548 1.2701 3.4175 0.27
H -0.3083 2.4950 3.8375 -0.09
H 0.2588 2.3325 2.1555 0.12
C -6.7267 -3.2144 -1.6977 -0.32
C -6.5659 -4.3354 -0.6782 -0.40
O -5.2899 -4.1151 -0.0827 -0.33
S -4.9897 -2.5114 -0.0462 1.15
O -5.3372 -2.0195 1.2578 -0.58
O -3.7113 -2.2690 -0.6579 -0.44
O -6.1553 -2.0587 -1.0856 -0.27
H -6.1650 -3.4287 -2.6118 0.28
H -7.7734 -3.0334 -1.9494 0.29
H -6.6115 -5.3246 -1.1363 0.31
H -7.3234 -4.2640 0.1089 0.29
C -4.3651 1.7114 4.1846 -0.22
C -4.2269 0.5547 5.1647 -0.34
O -2.9738 0.7674 5.8155 -0.33
S -2.6987 2.3655 5.9250 1.05
O -3.0960 2.8022 7.2340 -0.60
O -1.4039 2.6404 5.3700 -0.51
O -3.8287 2.8491 4.8640 -0.32
H -3.7682 1.5393 3.2838 0.27
H -5.4037 1.8907 3.9018 0.30
H -4.2432 -0.4159 4.6672 0.32
H -5.0125 0.5861 5.9262 0.28
```

Total energy in eV: -139688.3055
Net charge: -1
Lowest unoccupied orbital energy in eV: 1.9



What is the total energy in the second record? -12809.7067 eV



Which of these has the highest lowest unoccupied orbital energy? C14H34ClNbO23PS5